(1)
ORCA calculation (wB97M-V/def2-TZVPD) on a cluster of 6 separate species, C30H54BN7O3PS2 in total at a distorted geometry.

The geometry in ORCA input format:
```
! wB97M-V def2-TZVPD RIJCOSX def2/J DEFGRID3
* xyz 1 1
C -2.605 0.672 3.600
C -2.020 -0.773 4.174
C -0.380 -0.688 4.164
N 0.286 -1.843 3.386
C 1.532 -1.219 2.805
C 2.548 -0.461 3.888
C 3.945 0.278 3.362
P 4.989 1.142 4.729
O 3.893 1.414 6.095
O 5.403 2.765 4.143
S 6.575 0.144 5.254
N 4.280 0.239 1.886
S 5.782 1.003 1.325
C 3.419 -0.454 0.820
C 2.001 -1.217 1.236
B 1.072 -1.918 0.075
O 1.524 -2.932 -0.901
C -0.506 -1.394 -0.029
C -1.598 -2.620 -0.098
H -2.516 1.486 4.467
H -1.933 1.089 2.714
H -3.694 0.600 3.172
H -2.454 -1.680 3.569
H -2.349 -0.803 5.321
H -0.014 -0.746 5.274
H -0.110 0.373 3.690
H -0.428 -2.094 2.670
H 2.274 -0.443 5.045
H 3.015 1.723 5.680
H 6.392 2.834 3.987
H 5.320 1.849 0.267
H 3.718 -0.471 -0.321
H 1.789 -2.410 -1.738
H -0.613 -0.733 -1.016
H -0.800 -0.745 0.922
H -2.384 -2.371 -0.953
H -2.227 -2.644 0.916
H -1.075 -3.652 -0.304
C -7.290 2.396 3.924
C -6.825 3.791 4.331
C -6.004 4.485 3.242
C -4.757 3.669 2.940
N -3.723 2.992 2.690
H -6.444 1.724 3.746
H -7.895 1.950 4.720
H -7.897 2.434 3.013
H -6.233 3.713 5.251
H -7.703 4.404 4.563
H -5.707 5.485 3.576
H -6.594 4.594 2.326
C -1.636 2.557 -4.316
C -2.628 2.591 -3.158
C -2.244 1.645 -2.018
C -2.203 0.214 -2.530
N -2.169 -0.972 -2.955
H -1.592 1.568 -4.782
H -1.934 3.268 -5.093
H -0.628 2.825 -3.978
H -3.624 2.332 -3.537
H -2.687 3.614 -2.770
H -2.978 1.716 -1.208
H -1.263 1.911 -1.612
C 1.075 -3.687 -5.338
C 2.263 -3.115 -6.105
C 3.268 -2.402 -5.199
C 2.589 -1.239 -4.494
N 2.025 -0.274 -3.910
H 0.494 -2.900 -4.847
H 0.399 -4.212 -6.021
H 1.407 -4.399 -4.573
H 1.891 -2.420 -6.868
H 2.771 -3.930 -6.632
H 4.106 -2.022 -5.793
H 3.669 -3.093 -4.449
C 1.188 -6.403 4.598
C 1.748 -6.703 3.212
C 1.898 -5.450 2.347
C 0.539 -4.798 2.148
N -0.588 -4.257 1.983
H 0.178 -5.983 4.544
H 1.125 -7.322 5.190
H 1.828 -5.694 5.136
H 1.090 -7.424 2.712
H 2.727 -7.182 3.320
H 2.315 -5.715 1.370
H 2.576 -4.732 2.822
C 1.820 5.474 -5.071
C 2.226 4.409 -6.085
C 1.425 4.491 -7.386
C -0.053 4.289 -7.093
N -1.278 4.122 -6.850
H 0.777 5.359 -4.760
H 2.437 5.395 -4.170
H 1.949 6.480 -5.485
H 2.097 3.419 -5.631
H 3.292 4.523 -6.313
H 1.762 3.718 -8.084
H 1.568 5.466 -7.865
*
```

Calculated values
Calculated total energy, eV: -80176.4042
HOMO, eV: -11.977
Molecular weight, g mol⁻¹: 666.73
Kohn-Sham gap, eV: 7.4
Strongest force on any atom, eV Å⁻¹: 10.345

(2)
ORCA calculation (wB97M-V/def2-TZVPD) on a structure of composition C30H54N3O2S4SbSi3Ti.

The geometry in ORCA input format:
```
! wB97M-V def2-TZVPD RIJCOSX def2/J DEFGRID3
* xyz 2 1
Ti -0.647 -0.046 -0.351
C 2.204 2.552 -0.919
C 3.625 2.217 -0.486
S 3.895 0.424 -0.407
C 4.601 0.228 1.251
C 3.654 0.527 2.405
S 2.289 -0.652 2.390
C 1.246 0.005 3.711
C 0.572 1.343 3.432
S -0.897 1.238 2.354
C -0.990 2.956 1.825
C 0.159 3.362 0.891
S 0.998 1.871 0.273
H 1.987 2.148 -1.905
H 2.054 3.631 -0.966
H 3.842 2.653 0.489
H 4.323 2.652 -1.202
H 5.493 0.850 1.324
H 4.935 -0.810 1.288
H 3.269 1.547 2.320
H 4.203 0.451 3.345
H 1.846 0.105 4.617
H 0.507 -0.771 3.915
H 1.276 2.050 2.995
H 0.208 1.771 4.368
H -1.031 3.610 2.695
H -1.943 3.030 1.305
H 0.923 3.939 1.410
H -0.219 3.957 0.060
C -4.888 1.724 -1.597
Sb -2.773 1.679 -1.343
C -2.514 -0.380 -0.234
C -3.254 -0.100 1.044
C -3.371 -1.056 2.052
C -4.073 -0.727 3.198
C -4.633 0.537 3.317
C -4.448 1.431 2.279
N -3.772 1.121 1.171
Si -3.121 -2.071 -1.055
C -2.770 -3.603 -0.043
C -4.982 -1.893 -1.050
C -2.282 -2.319 -2.702
C -2.149 1.425 -3.438
C -0.813 0.764 -3.506
C -0.132 0.718 -4.735
C 1.136 0.203 -4.855
C 1.783 -0.270 -3.716
C 1.095 -0.217 -2.539
N -0.174 0.264 -2.406
Si -1.779 3.315 -3.881
C -0.136 3.742 -3.097
C -3.061 4.445 -3.105
C -1.616 3.685 -5.704
Si -3.498 0.868 -4.754
C -4.516 -0.638 -4.296
C -2.772 0.427 -6.423
C -4.743 2.242 -5.040
H -5.341 1.373 -0.678
H -5.203 1.126 -2.445
H -5.152 2.768 -1.759
H -2.907 -2.025 1.951
H -4.182 -1.452 3.994
H -5.195 0.826 4.193
H -4.856 2.435 2.327
H -3.451 -3.717 0.800
H -1.750 -3.749 0.305
H -2.982 -4.435 -0.724
H -5.336 -2.029 -0.026
H -5.425 -2.688 -1.656
H -5.371 -0.943 -1.408
H -1.287 -2.740 -2.550
H -2.193 -1.424 -3.311
H -2.859 -3.050 -3.274
H -0.625 1.113 -5.604
H 1.623 0.180 -5.821
H 2.786 -0.669 -3.738
H 1.579 -0.576 -1.639
H -0.098 3.398 -2.062
H -0.005 4.827 -3.097
H 0.706 3.307 -3.638
H -2.948 4.537 -2.022
H -4.094 4.189 -3.329
H -2.887 5.446 -3.512
H -0.705 3.264 -6.131
H -1.517 4.773 -5.774
H -2.457 3.398 -6.333
H -4.115 -1.532 -4.773
H -5.521 -0.483 -4.697
H -4.616 -0.847 -3.237
H -2.115 -0.443 -6.379
H -2.263 1.229 -6.958
H -3.633 0.136 -7.033
H -5.376 2.457 -4.179
H -5.404 1.856 -5.821
H -4.341 3.184 -5.408
O -0.309 -1.367 1.253
N 0.121 -2.296 0.542
O 0.078 -1.941 -0.678
*
```

Calculated values
Calculated total energy, eV: -137166.4493
HOMO, eV: -13.225
Energy relative to the best compared isomer or geometry (same formula, charge and spin), eV: 0.764
Molecular weight, g mol⁻¹: 870.93
Kohn-Sham gap, eV: 6.6
Strongest force on any atom, eV Å⁻¹: 0.782